No. 1
C31H62AsBCdN2OP2 | wB97M-V/def2-TZVPD

## Properties
Gap between HOMO and LUMO (eV): 8.1

```
! RIJCOSX wB97M-V def2-TZVPD def2/J DEFGRID3
* xyz 0 1
Cd 0.08758 -0.04875 -0.80516
As 3.21225 -0.23672 -0.72083
P -0.22935 3.12057 0.13684
P -0.38360 -3.00479 0.11343
O 0.57664 -0.31602 -2.77335
N -0.82493 -1.09755 2.09360
N -0.99027 1.18484 2.01794
C -2.05981 -3.39653 -2.03119
C -1.30268 -0.64822 3.32071
C -0.19032 -1.00751 -4.91438
C -0.17515 0.11373 -3.87310
C 1.42599 3.72696 0.78598
C -0.64314 -2.52275 1.88606
C 0.49320 1.36084 -4.46074
C -1.61012 0.45452 -3.46631
C -1.08475 2.60033 1.70226
C -1.64638 -1.34722 4.46420
C 4.94561 0.66771 -0.82302
C 3.62160 -1.72786 -1.91533
C 2.01489 2.59222 1.63325
C -1.41140 0.74894 3.27161
C -2.61857 3.95732 -0.85228
C -2.85247 -4.54352 0.05132
C -1.65846 5.59082 0.75965
C 1.98084 -4.24689 0.64728
C -1.30974 4.58143 -0.33671
C -2.11256 -0.62488 5.56108
C 2.33765 3.93439 -0.43108
C -1.87891 1.46377 4.35969
C -2.99098 -2.08213 -0.15206
C -2.22823 0.75780 5.50941
C -2.13954 -3.31070 -0.49962
C 0.51380 -5.38777 -0.98333
C 0.52414 -4.63529 0.35121
C 0.04941 -5.55616 1.47904
C 3.50998 -1.07551 1.03136
C -0.64096 5.30633 -1.50867
C 1.40155 4.99883 1.63064
B -0.61471 0.04030 1.22418
H -3.21659 3.53229 -0.04500
H 1.53899 1.14117 -4.67790
H -3.06883 -3.42573 -2.45158
H 2.59874 -1.56410 1.37551
H 2.60405 -5.14375 0.59840
H -3.97617 -2.20930 -0.60894
H 0.85750 -4.75177 -1.80150
H -0.37093 4.61068 -2.30626
H 0.00682 1.69499 -5.38057
H 3.05916 2.82991 1.85851
H -1.59166 1.21936 -2.68500
H 4.98373 1.46517 -0.08184
H 0.22591 -2.87396 2.45287
H -1.53356 -4.28997 -2.36630
H -1.51113 -3.05796 2.28968
H -3.13413 -1.95990 0.92225
H 2.42715 3.01833 -1.01907
H 0.71821 4.91613 2.47759
H -2.43569 3.17453 -1.58675
H 0.46232 2.17670 -3.73373
H -0.89236 -6.04850 1.25425
H 1.96840 4.71992 -1.09001
H -1.55317 -2.42385 4.51290
H -2.59530 1.29660 6.37249
H 2.10041 -3.82115 1.64493
H 3.95516 -1.31407 -2.86696
H 1.99372 1.63508 1.11040
H -2.11816 -0.43361 -3.07630
H 0.25922 5.83768 -1.19928
H 1.12307 5.87532 1.04692
H 3.33769 4.22367 -0.09561
H -2.13856 2.88059 1.61680
H -2.19756 0.84181 -4.30235
H -0.76211 -0.73157 -5.80338
H -2.89379 -4.54273 1.14169
H -0.47665 -5.76152 -1.23654
H 5.07578 1.10469 -1.81262
H 4.40255 -2.36413 -1.49740
H -2.56186 -1.15670 -0.53896
H -2.38702 -1.15119 6.46564
H -0.68158 3.18378 2.53868
H 3.76195 -0.29028 1.74511
H -3.88333 -4.54815 -0.31466
H -0.62914 -1.90750 -4.48153
H -1.33246 6.04296 -1.92546
H -0.80644 6.20135 1.05020
H 0.79795 -6.33836 1.63547
H 1.49118 2.46689 2.58156
H -2.05480 5.11068 1.65393
H -1.53675 -2.53349 -2.44978
H 2.40264 5.17939 2.03307
H -2.43385 6.26662 0.38735
H 2.71453 -2.29883 -2.10455
H 5.74897 -0.04392 -0.63114
H -2.38827 -5.47085 -0.27814
H -3.22046 4.73383 -1.33102
H 4.32264 -1.80163 0.99576
H 2.36630 -3.53067 -0.07833
H -1.97555 2.54078 4.32357
H 0.83104 -1.24239 -5.21607
H -0.06004 -5.02553 2.42503
H 1.18402 -6.24878 -0.91960
*
```

=====

No. 2
C31H62GeN6OS4Si3Sr | wB97M-V/def2-TZVPD

## Properties
Gap between HOMO and LUMO (alpha / beta) (eV): 5.8 / 7.7
Expectation value of S²: 0.775
Relative energy (zero: lowest compared OMol25 entry of this formula, charge and spin) (kcal/mol): 52.9

```
! RIJCOSX wB97M-V def2-TZVPD def2/J DEFGRID3
* xyz 1 2
Sr -0.14052 1.48702 -0.31608
Ge 1.69914 -1.74952 0.79962
S -4.04947 -3.44363 -2.42443
S -0.08716 -1.36653 -0.85201
S -3.54224 -1.28260 0.59087
S -3.74401 0.35039 -2.39270
Si 3.14119 0.09013 1.49173
Si 2.74349 -3.68059 -0.18226
Si 0.31291 -2.62976 2.55216
O 1.77456 1.52756 0.84944
N 0.73680 1.07374 -2.51900
N 1.10228 -0.15589 -2.96697
N 1.02456 -2.43832 -3.05182
N -4.88364 4.30975 3.15383
N -2.14925 2.06226 0.96313
N -0.30266 3.42190 -1.76182
C 1.42640 -3.16497 3.95125
C -2.97573 2.84550 3.07481
C 3.68788 -4.68777 1.07468
C -3.50933 -0.95220 -3.63190
C -0.64500 5.78274 -2.03719
C 0.78430 -1.28674 -2.37065
C 4.31108 0.78412 0.18592
C 0.62070 3.42297 -2.77884
C -4.08701 3.47352 1.04234
C 0.94730 4.63832 -3.42304
C -3.15492 2.72422 0.36614
C -2.86873 -2.24538 -3.13090
C 1.07855 3.57565 2.00500
C 0.32181 5.80131 -3.05267
C -3.40533 -3.75530 -0.75533
C 2.27476 2.10080 -4.20871
C -4.00446 3.56593 2.44290
C 3.98057 -3.13791 -1.48417
C 1.43859 -4.83903 -0.91252
C -0.83701 -1.28150 3.14701
C -5.19293 -0.24359 -1.46912
C -0.68378 -4.09642 1.96018
C 2.70767 0.65633 3.24525
C -4.10194 -2.99951 0.37536
C -0.90306 4.57450 -1.43229
C 4.31510 -1.34604 2.09143
C 2.18104 2.84574 1.22653
C -2.09703 2.12520 2.30562
C 1.20641 2.17241 -3.15680
C -4.95701 -0.29120 0.03671
C 2.60843 3.71400 0.03418
H 1.36953 -5.72957 -0.28305
H 3.44527 1.36618 3.63931
H -5.42178 -1.23854 -1.84066
H 1.74688 4.16921 -0.46053
H 3.77925 1.10395 -0.71085
H 2.73401 -0.22044 3.89853
H 3.16102 3.12505 -0.69688
H 1.91788 -2.30634 4.41768
H 3.02755 -5.09650 1.84609
H 0.43419 -4.40197 -0.94024
H 2.91547 2.97973 -4.16692
H -4.87513 3.98352 0.49989
H 3.59656 -2.35544 -2.14445
H 4.86487 -2.72733 -0.98503
H 1.57841 -0.22570 -3.85920
H 0.19572 3.75774 1.36927
H -2.33711 -3.53458 -0.76667
H 5.04012 0.01645 -0.08519
H -1.19918 -3.87527 1.01770
H -5.84959 -0.66728 0.53945
H -3.21178 2.63302 -0.71601
H -2.11961 -2.02749 -2.37180
H -2.87619 2.85821 4.15387
H 0.93232 -3.29131 -2.52425
H -5.60816 4.83024 2.69575
H -1.30133 1.55851 2.78005
H 4.16741 -5.52907 0.56258
H -2.38654 -2.75198 -3.96825
H 4.77558 -1.89338 1.26006
H 0.77357 3.00034 2.88102
H 2.93392 1.24284 -4.05372
H -2.84676 -0.48907 -4.36632
H 1.71127 -5.17900 -1.91752
H -4.75096 0.70471 0.43195
H 0.84204 -3.68015 4.72043
H -3.88425 -3.50083 1.32118
H -6.03193 0.41607 -1.69345
H -4.80890 4.38075 4.15105
H -4.46465 -1.14016 -4.12303
H -0.04632 -4.97160 1.79709
H 4.30790 -3.98446 -2.09766
H 3.25671 4.52615 0.37279
H 1.72371 1.11888 3.31505
H 5.13075 -0.92391 2.69541
H 1.45197 4.54494 2.34113
H -1.62238 4.52270 -0.62093
H 2.20762 -3.84822 3.60573
H -1.51439 -1.64924 3.92492
H -1.16894 6.67765 -1.73311
H -5.18423 -2.99257 0.23883
H 4.87176 1.64753 0.56824
H -3.52809 -4.82796 -0.59758
H -1.43980 -4.36155 2.70747
H 0.57279 6.73053 -3.54890
H 4.46546 -4.10206 1.57007
H 1.86626 2.04048 -5.22374
H 1.68338 4.65527 -4.21467
H 3.80468 -2.08361 2.73001
H 3.06061 2.76943 1.87974
H -1.45329 -0.89817 2.32567
H -0.25405 -0.45317 3.56564
H 1.73567 -2.45375 -3.76791
*
```

=====

No. 3
C31H63BaGeN4OP3S | wB97M-V/def2-TZVPD

## Properties
Gap between HOMO and LUMO (eV): 7.7
Relative energy (zero: lowest compared OMol25 entry of this formula, charge and spin) (kcal/mol): 28.5

```
! RIJCOSX wB97M-V def2-TZVPD def2/J DEFGRID3
* xyz 2 1
Ba 0.03059 0.00800 -0.56144
Ge -3.63009 -1.12985 -0.03737
S -0.12733 1.30991 2.06619
P -1.55262 -3.07528 1.00796
P -0.24649 3.24593 -1.32657
P 0.79200 1.02942 -3.81263
O -1.58294 -1.87337 0.01739
N 2.02493 0.03656 1.23073
N -2.40435 -4.27886 0.29586
N 0.01734 -3.44378 1.28000
N -2.22511 -2.77892 2.45748
C 4.10931 -0.17762 2.38275
C -2.59389 -1.85037 4.60312
C -3.36954 -3.16045 4.49040
C 1.11664 3.90388 -0.29432
C -3.25407 0.29343 1.21723
C -5.98252 0.03642 -2.20485
C -3.47959 -3.37453 2.98284
C 0.28772 0.14987 -5.33565
C -3.51497 -0.63769 -1.91752
C -2.32216 -5.66582 0.78879
C 2.15839 -4.29676 0.70250
C -2.12392 -5.58268 -1.65615
C -3.38812 3.09712 2.46314
C -1.53440 -1.98838 3.51538
C -1.95089 -6.51628 -0.44222
C -3.81157 1.81198 3.16656
C -6.32476 -0.48006 -0.81198
C 3.59037 0.56516 3.44069
C 2.54308 1.39941 -4.19464
C -0.01688 2.65681 -4.08789
C 0.95413 -3.53763 0.14180
C -4.51610 0.44685 -2.34394
C 2.29262 1.03855 3.38084
C 3.28917 -0.41355 1.30273
C -4.33190 0.73459 2.21232
C 0.33542 3.69587 -3.02441
C 1.52269 0.75736 2.24871
C -1.53880 4.49883 -1.00048
C 1.54845 -5.15108 1.81079
C 0.55355 -4.18693 2.44268
C -2.84137 -4.34888 -1.10475
H 4.20142 0.77740 4.30865
H 0.25431 3.01680 -5.08442
H 1.07035 -3.50156 3.11804
H 0.55570 0.72223 -6.22492
H -4.32430 0.68784 -3.39195
H -4.32467 1.36212 -1.77533
H -2.50343 2.94564 1.84230
H -1.09814 2.48196 -4.10051
H 0.49630 -4.08132 -0.69121
H 2.63154 1.92420 -5.14756
H 3.64435 -0.98336 0.44930
H 2.28449 -5.51662 2.52320
H -3.61014 -1.52071 -2.55087
H 2.03485 3.33586 -0.45901
H -0.08716 4.66549 -3.29644
H -2.59592 -7.38989 -0.50674
H -0.24215 -4.68069 2.99879
H -1.14183 5.50534 -1.13890
H -1.15135 -5.29102 -2.05527
H -2.98368 1.15184 0.58854
H -6.03988 -1.52531 -0.65334
H -0.68406 -2.54528 3.90567
H 1.02456 -6.01181 1.38728
H -6.61474 0.89306 -2.43701
H 5.12150 -0.55454 2.39758
H 1.30832 4.95208 -0.53023
H -3.92741 -4.48256 -1.13723
H -3.56316 -4.42662 2.72139
H -2.68228 -6.04742 -2.46606
H -3.24886 -1.00350 4.39260
H -1.17300 -1.03429 3.12855
H 3.00080 2.00686 -3.41383
H -7.40283 -0.48387 -0.64369
H -4.17867 -2.50027 0.30707
H 1.41766 3.83933 -2.97549
H -2.58488 -3.43766 -1.63994
H -4.60524 2.03386 3.88302
H -2.80040 -3.97670 4.93963
H -3.13071 3.86361 3.19273
H -4.35058 -2.85566 2.57478
H -4.19445 3.49148 1.83878
H -6.21722 -0.72523 -2.95108
H -4.34607 -3.12981 4.96909
H -1.59044 -5.74560 1.59223
H 2.87145 -3.59148 1.13376
H -2.39563 4.36264 -1.66064
H -2.96388 1.42419 3.73969
H -5.91389 0.15849 -0.01687
H -0.78890 -0.02196 -5.34269
H -2.35047 -0.00750 1.74362
H -1.87916 4.39617 0.03096
H -5.20293 1.13687 1.68895
H 1.86358 1.62285 4.18154
H -2.50196 -0.24345 -2.06670
H -3.29166 -5.96972 1.18948
H 0.84461 3.80832 0.75658
H 1.24587 -2.54543 -0.21839
H -4.68596 -0.13194 2.77670
H 2.67258 -4.87385 -0.06286
H 0.78676 -0.81841 -5.38263
H -0.92647 -6.87908 -0.37472
H 3.10183 0.46523 -4.26022
H -2.14958 -1.69304 5.58346
*
```

=====

No. 4
C31H63BrClFN3O14P2 | wB97M-V/def2-TZVPD

## Properties
Gap between HOMO and LUMO (eV): 8.2

```
! RIJCOSX wB97M-V def2-TZVPD def2/J DEFGRID3
* xyz 1 1
Br -3.25879 -4.10898 0.42859
Cl 0.32132 3.11674 -1.90436
P 3.00524 -6.57027 -0.59558
P -3.09926 0.50429 -5.31000
F 1.09948 -0.89351 5.15788
O 3.50642 -5.21074 -0.94204
O 2.60042 -1.86207 -0.01396
O -0.81530 -3.46088 1.56111
O -1.86987 0.17991 -4.51554
O 1.84076 5.29276 4.74974
O -2.97457 -0.44183 -6.62811
O -0.35037 5.50965 4.20835
O -2.95932 1.86777 -6.19358
O 3.69096 -7.42894 -1.86147
O -3.97766 1.26226 -4.10130
O 1.00118 0.36380 1.33647
O 1.55095 6.32094 0.30817
O 3.92767 -7.34629 0.50152
O 1.86786 -6.26980 0.55127
N -0.53119 1.70819 -1.54538
N -0.98608 2.29701 0.65158
N -1.72382 0.24163 -0.18055
C 5.33913 -7.40557 0.32432
C -1.69714 3.57773 0.50798
C 1.21549 -0.22576 3.92993
C -0.79472 5.88138 -0.29142
C -1.16963 4.56088 4.93945
C 2.25003 -5.40777 1.62037
C -1.47531 -1.61984 -1.91620
C -1.72507 -0.41673 -7.32318
C -5.38826 1.48060 -4.34166
C 0.91251 5.00227 4.05027
C 3.20991 -8.76874 -2.09736
C -2.29551 1.62009 2.77137
C -1.13281 -0.60546 0.85546
C -0.96125 1.65406 1.96994
C -2.22562 -1.51133 1.47508
C -1.86597 -2.99126 1.25629
C 3.54513 -0.84807 0.25259
C -2.28230 -0.45056 -1.35109
C -1.08641 1.43551 -0.39067
C 2.35636 -1.98511 -1.40950
C -2.44006 3.01090 -5.53680
C 0.03995 -1.36058 -2.12116
C -0.72088 4.76812 0.79144
C 0.94904 -2.53759 -1.71559
C -0.14426 -0.45214 3.24213
C -0.32259 0.24446 1.86866
C -2.12327 2.34503 4.14269
C 1.57429 1.21352 4.25986
C -2.25735 3.88474 4.07508
C 0.59103 6.38704 -0.73818
C 4.16859 -1.02239 1.65044
H -2.38033 -1.42127 2.55051
H -0.24965 2.21860 2.58327
H 0.48093 7.43503 -1.03793
H -1.89155 -1.84391 -2.90409
H 1.67477 1.78171 3.33234
H 2.34426 5.93370 -0.06680
H 1.07296 4.28900 3.21804
H 3.61002 -1.76135 2.23222
H -1.29940 6.73660 0.16780
H -0.49662 3.83085 5.40161
H -5.92738 0.53490 -4.30491
H 3.13378 -2.55026 -1.93430
H 5.79871 -7.38514 1.31151
H -0.94050 5.26156 1.73708
H -2.63481 3.67866 1.05429
H -0.92111 -0.24358 3.97942
H 0.92593 5.84154 -1.63072
H -3.28618 -0.81441 -1.10655
H -2.55669 0.60052 3.05822
H -0.91668 -0.77610 -6.69076
H 0.90972 1.68496 4.98260
H -3.20789 4.12755 4.55842
H 5.71151 -6.56064 -0.25535
H 0.33584 -0.52727 -1.46822
H -2.31449 4.28875 3.06760
H 3.09813 0.15621 0.21931
H 0.28118 4.34258 0.82737
H -0.37855 -1.28719 0.43993
H 2.03738 -0.70984 3.40471
H -1.40461 5.59905 -1.15419
H -1.85996 3.59685 -6.24790
H -1.50685 0.58284 -7.69499
H -0.57678 1.06123 -2.32760
H 2.58014 1.20308 4.69104
H 4.36960 -0.83344 -0.47004
H -0.18749 -1.53319 3.05279
H 2.20130 -8.74062 -2.50910
H -1.95321 3.68517 -0.55049
H -3.21161 -1.39292 1.02393
H 3.21481 -9.35429 -1.17445
H 1.38822 -5.33350 2.28314
H 3.08529 -5.82759 2.17934
H 3.87373 -9.24076 -2.81734
H 0.25907 -1.04371 -3.14534
H 2.41356 -0.96566 -1.82925
H -1.83011 -1.08983 -8.17176
H 0.55202 -3.11683 -0.87997
H -2.45273 0.26723 -2.16064
H -1.17084 1.99347 4.54075
H -3.24594 3.64150 -5.15774
H -1.78655 2.71611 -4.71398
H -2.90626 1.93337 4.78530
H -5.76473 2.13467 -3.55913
H 5.21885 -1.30778 1.61006
H 2.49532 -4.41188 1.25296
H 4.12454 -0.08213 2.20954
H 1.08664 -3.16536 -2.59963
H -3.16058 1.99312 2.22026
H -1.61004 5.11043 5.77300
H 5.62315 -8.33937 -0.16289
H -5.54914 1.95903 -5.31024
H -1.58164 -2.55349 -1.35760
H 1.35049 -0.53560 1.23221
*
```

=====

Max |F| (hartree/bohr)
0.0094, 0.0237, 0.0262, 0.1371